{"formula": "C2H3N3O", "method": "ωB97M-V/def2-TZVPD", "relative_energy_kj_mol": 313.5, "lumo_energy_ev": [-2.017, -2.293], "total_energy_ha": -317.412906, "orbital_gap_ha": [0.278, 0.270], "spin_multiplicity": 1, "symbols": ["N", "C", "N", "C", "N", "O", "H", "H", "H"], "coordinates": [[-0.67618, -1.24915, -1.00241], [-0.33726, -0.45305, 0.04838], [0.14071, 0.75028, -0.36891], [0.66903, 1.46294, 0.62528], [0.38030, 1.18568, 1.83980], [-0.42529, -0.80345, 1.25441], [-0.33196, -0.94107, -1.90185], [-0.80338, -2.23638, -0.86535], [1.38403, 2.28421, 0.37066]]}